ORCA calculation (ωB97M-V with the def2-TZVPD basis set) on a structure of composition C26H47Cl3CrN3O4Si.

Computed properties:
* <S²>: 3.780
* electronic energy: -4198.9300 Eh
* highest occupied orbital energy (spin up / spin down): -7.9 / -7.9 eV
* multiplicity: 4

Element x y z (Å)
1 C -1.548 -2.073 -3.572
2 C -1.100 -3.048 -2.537
3 H -1.261 -2.361 -4.587
4 H -1.131 -1.087 -3.331
5 H -2.644 -1.972 -3.555
6 C -0.611 -4.276 -2.772
7 C -0.408 -4.898 -4.124
8 H -0.361 -4.931 -1.931
9 H -0.617 -4.205 -4.955
10 H -1.047 -5.790 -4.259
11 H 0.632 -5.253 -4.235
12 Cr 0.008 0.164 -0.181
13 Cl -2.161 0.255 0.531
14 Cl -0.253 1.329 -2.101
15 H 0.699 4.510 3.221
16 H -1.406 5.487 2.034
17 C 1.054 4.186 2.230
18 C -0.971 5.119 1.097
19 N -0.083 3.983 1.334
20 H 1.584 3.235 2.299
21 C -0.255 2.832 0.701
22 O 0.516 1.826 0.879
23 H -1.786 4.807 0.434
24 H -1.103 2.760 0.014
25 H 1.718 4.969 1.831
26 H -0.440 5.954 0.622
27 H 1.514 -1.672 -3.389
28 H 2.368 -3.695 -1.975
29 C 2.350 -1.069 -3.006
30 C 3.230 -3.037 -1.761
31 N 2.812 -1.638 -1.739
32 H 2.013 -0.039 -2.847
33 C 2.605 -1.029 -0.566
34 O 2.052 0.099 -0.444
35 H 3.635 -3.290 -0.768
36 H 2.954 -1.614 0.307
37 H 3.181 -1.112 -3.720
38 H 4.002 -3.183 -2.527
39 O -0.094 -1.593 -1.049
40 C -1.148 -2.479 -1.117
41 C 0.149 -3.942 0.549
42 C -1.072 -3.521 0.015
43 H 1.080 -3.471 0.221
44 C 0.176 -4.996 1.469
45 H -2.098 -1.925 -1.019
46 C -2.260 -4.113 0.443
47 H 1.125 -5.344 1.883
48 C -1.012 -5.625 1.856
49 C -2.233 -5.182 1.337
50 H -3.211 -3.760 0.034
51 H -0.997 -6.463 2.557
52 H -3.166 -5.670 1.622
53 Si -0.367 4.520 -5.359
54 Cl -0.557 2.615 -6.262
55 C 1.484 4.743 -5.085
56 C -1.512 4.219 -3.896
57 C -0.906 6.078 -6.279
58 H 1.930 3.809 -4.721
59 H 1.705 5.536 -4.357
60 H 1.965 5.017 -6.036
61 H -0.275 6.291 -7.148
62 H -0.828 6.954 -5.619
63 H -1.948 6.032 -6.610
64 H -1.254 3.267 -3.399
65 H -2.545 4.142 -4.273
66 H -1.477 5.015 -3.137
67 O 0.382 -0.980 1.547
68 C 0.060 -0.970 2.754
69 C 0.655 -2.031 3.689
70 C 1.569 -1.447 4.761
71 C 0.785 -0.847 5.929
72 C -0.051 0.381 5.564
73 C -1.226 0.090 4.644
74 N -0.819 -0.083 3.252
75 H -0.185 -2.558 4.140
76 H 1.211 -2.739 3.058
77 H 2.174 -2.262 5.159
78 H 2.269 -0.702 4.336
79 H 0.124 -1.628 6.352
80 H 1.491 -0.565 6.728
81 H -0.446 0.807 6.498
82 H 0.591 1.147 5.099
83 H -1.800 -0.791 4.998
84 H -1.905 0.950 4.655
85 H -1.427 0.391 2.560

ORCA calculation (ωB97M-V with the def2-TZVPD basis set) on a cluster of 8 separate species, C26H47Cl6N5 in total.

Computed properties:
* structure (SMILES): CCCC#N.CCCC#N.CCCC#N.CCCC#N.CCCC#N.ClCCCl.ClCCCl.ClCCCl
* energy relative to the best compared isomer or geometry (same formula, charge and spin): 20.31 kcal per mole
* electronic energy: -4053.7720 Eh
* highest occupied orbital energy: -10.7 eV
* multiplicity: 1

Element x y z (Å)
1 C -1.958 -0.224 0.624
2 C -0.735 -0.879 -0.031
3 C 0.485 0.047 0.130
4 C 1.672 -0.331 -0.624
5 N 2.607 -0.629 -1.218
6 H -2.863 -0.756 0.348
7 H -1.980 0.806 0.264
8 H -1.876 -0.205 1.710
9 H -0.998 -1.051 -1.076
10 H -0.463 -1.844 0.398
11 H 0.695 0.022 1.203
12 H 0.259 1.082 -0.137
13 C 3.891 0.466 2.308
14 C 3.997 0.700 3.805
15 C 3.285 -0.362 4.638
16 C 1.857 -0.518 4.305
17 N 0.742 -0.643 4.074
18 H 4.683 -0.197 1.952
19 H 4.162 1.384 1.776
20 H 2.989 0.055 1.863
21 H 3.517 1.644 4.078
22 H 5.030 0.796 4.132
23 H 3.346 -0.127 5.701
24 H 3.685 -1.369 4.478
25 C -4.618 2.384 -1.743
26 C -4.366 1.725 -3.092
27 C -3.106 2.356 -3.725
28 C -1.835 1.773 -3.313
29 N -0.803 1.314 -3.090
30 H -5.497 2.033 -1.207
31 H -4.702 3.468 -1.870
32 H -3.745 2.284 -1.092
33 H -5.165 1.815 -3.824
34 H -4.181 0.657 -2.959
35 H -3.138 3.430 -3.532
36 H -3.125 2.270 -4.815
37 C -2.690 0.763 4.380
38 C -4.195 0.705 4.205
39 C -4.925 1.857 4.890
40 C -5.012 1.716 6.351
41 N -5.053 1.609 7.491
42 H -2.156 1.422 3.690
43 H -2.265 -0.205 4.089
44 H -2.322 0.941 5.388
45 H -4.594 -0.233 4.599
46 H -4.509 0.691 3.159
47 H -5.933 1.997 4.495
48 H -4.416 2.807 4.704
49 C 3.546 -4.142 -4.095
50 C 2.940 -2.772 -3.707
51 C 2.166 -2.061 -4.816
52 C 2.765 -1.984 -6.134
53 N 3.144 -1.898 -7.209
54 H 4.396 -3.918 -4.735
55 H 2.827 -4.853 -4.495
56 H 3.885 -4.587 -3.158
57 H 3.745 -2.164 -3.306
58 H 2.239 -2.920 -2.886
59 H 1.977 -1.020 -4.533
60 H 1.214 -2.581 -4.950
61 Cl -3.584 -2.490 -1.780
62 C -4.507 -2.724 -0.284
63 C -5.223 -4.069 -0.324
64 Cl -6.047 -4.352 1.236
65 H -5.147 -1.883 -0.055
66 H -3.741 -2.858 0.480
67 H -4.593 -4.916 -0.568
68 H -6.014 -4.026 -1.073
69 Cl -0.454 3.117 1.518
70 C 1.268 3.410 1.207
71 C 1.591 4.757 0.587
72 Cl 0.921 6.081 1.550
73 H 1.694 2.571 0.651
74 H 1.851 3.300 2.124
75 H 1.236 4.808 -0.441
76 H 2.675 4.850 0.541
77 Cl 5.979 -0.978 -4.571
78 C 5.891 -0.479 -2.866
79 C 6.518 -1.516 -1.953
80 Cl 6.213 -1.240 -0.217
81 H 4.850 -0.331 -2.584
82 H 6.376 0.493 -2.816
83 H 7.600 -1.564 -2.049
84 H 6.118 -2.505 -2.166

ORCA calculation (ωB97M-V with the def2-TZVPD basis set) on a cluster of 8 separate species, C26H47Cl6N5 in total.

Computed properties:
* structure (SMILES): CCCC#N.CCCC#N.CCCC#N.CCCC#N.CCCC#N.ClCCCl.ClCCCl.ClCCCl
* energy relative to the best compared isomer or geometry (same formula, charge and spin): 22.15 kcal per mole
* electronic energy: -4053.7691 Eh
* highest occupied orbital energy: -10.3 eV
* multiplicity: 1

Element x y z (Å)
1 C -0.969 1.424 4.201
2 C -0.267 2.770 4.314
3 C 1.184 2.605 4.850
4 C 1.191 2.401 6.287
5 N 1.188 2.231 7.423
6 H -0.920 0.805 5.104
7 H -0.427 0.794 3.486
8 H -2.022 1.516 3.949
9 H -0.811 3.475 4.942
10 H -0.170 3.181 3.308
11 H 1.805 3.476 4.653
12 H 1.506 1.675 4.374
13 C 0.860 -5.696 -5.854
14 C 0.004 -6.354 -4.790
15 C 0.215 -5.792 -3.381
16 C 0.201 -4.340 -3.271
17 N 0.111 -3.200 -3.173
18 H 0.688 -6.073 -6.860
19 H 1.913 -5.876 -5.611
20 H 0.719 -4.613 -5.879
21 H 0.174 -7.428 -4.880
22 H -1.056 -6.211 -5.027
23 H 1.141 -6.237 -3.009
24 H -0.581 -6.082 -2.688
25 C 0.005 -0.780 -1.029
26 C -0.456 -0.030 0.211
27 C 0.661 0.832 0.824
28 C 1.735 0.122 1.524
29 N 2.600 -0.369 2.089
30 H 0.235 -0.109 -1.863
31 H -0.797 -1.393 -1.446
32 H 0.859 -1.424 -0.826
33 H -0.811 -0.741 0.962
34 H -1.363 0.535 -0.009
35 H 0.205 1.446 1.607
36 H 1.035 1.489 0.043
37 C -5.238 4.635 -0.227
38 C -3.750 4.350 -0.223
39 C -3.395 2.855 -0.230
40 C -3.687 2.146 1.023
41 N -3.922 1.596 2.005
42 H -5.448 5.640 0.145
43 H -5.839 3.989 0.419
44 H -5.659 4.550 -1.230
45 H -3.236 4.748 0.655
46 H -3.316 4.873 -1.075
47 H -2.347 2.643 -0.454
48 H -3.921 2.346 -1.043
49 C 3.458 2.663 -1.021
50 C 4.804 2.191 -0.514
51 C 5.989 3.120 -0.783
52 C 5.675 4.513 -0.456
53 N 5.340 5.588 -0.239
54 H 3.604 3.240 -1.939
55 H 2.959 3.341 -0.327
56 H 2.785 1.835 -1.234
57 H 5.062 1.221 -0.953
58 H 4.789 1.917 0.545
59 H 6.371 2.989 -1.796
60 H 6.843 2.847 -0.155
61 Cl -3.703 -0.222 -2.247
62 C -2.745 -0.550 -3.716
63 C -2.989 0.547 -4.729
64 Cl -1.910 0.308 -6.132
65 H -3.173 -1.474 -4.104
66 H -1.696 -0.783 -3.549
67 H -2.765 1.531 -4.316
68 H -4.018 0.612 -5.071
69 Cl 5.019 -2.423 5.838
70 C 3.774 -1.123 5.689
71 C 4.364 0.187 6.163
72 Cl 4.524 0.240 7.919
73 H 2.959 -1.448 6.331
74 H 3.453 -1.133 4.650
75 H 3.660 0.977 5.896
76 H 5.323 0.364 5.686
77 Cl -3.653 -4.121 0.918
78 C -3.527 -4.762 -0.753
79 C -3.281 -3.625 -1.733
80 Cl -3.499 -4.191 -3.419
81 H -4.457 -5.270 -0.987
82 H -2.701 -5.469 -0.739
83 H -2.359 -3.104 -1.492
84 H -4.104 -2.935 -1.552

ORCA calculation (ωB97M-V with the def2-TZVPD basis set) on a cluster of 7 separate species, C26H47ClN5O25S6 in total.

Computed properties:
* charge: +1
* electronic energy: -6022.5713 Eh
* highest occupied orbital energy: -11.0 eV
* multiplicity: 1

Element x y z (Å)
1 N 3.431 -0.946 0.877
2 C 2.987 -0.128 -0.279
3 N 1.529 -0.215 -0.365
4 N 3.524 -0.765 -1.515
5 C 3.557 1.288 -0.276
6 C 3.220 2.160 0.951
7 C 1.996 3.165 0.956
8 C 0.798 2.833 0.045
9 C -0.359 2.191 0.805
10 C -0.221 1.224 1.801
11 C -1.326 0.716 2.482
12 C -2.618 1.167 2.200
13 C -2.768 2.120 1.195
14 C -1.657 2.614 0.524
15 C 3.450 1.596 2.330
16 N 4.630 1.801 2.802
17 Cl 4.996 1.243 4.363
18 C 5.532 2.544 1.877
19 N 6.113 3.588 2.699
20 O 6.471 1.792 1.177
21 C 4.462 3.179 0.959
22 H 3.691 -1.874 0.555
23 H 2.591 -1.123 1.430
24 H 1.278 0.165 -1.278
25 H 1.316 -1.207 -0.467
26 H 3.197 -1.729 -1.570
27 H 4.528 -0.850 -1.340
28 H 3.207 1.788 -1.188
29 H 4.640 1.185 -0.408
30 H 1.674 3.268 2.002
31 H 2.352 4.156 0.647
32 H 0.398 3.802 -0.281
33 H 1.064 2.292 -0.866
34 H 0.754 0.845 2.099
35 H -1.187 -0.019 3.273
36 H -3.474 0.767 2.760
37 H -3.775 2.471 0.974
38 H -1.842 3.378 -0.234
39 H 2.763 1.087 3.003
40 H 6.704 4.183 2.122
41 H 6.745 3.195 3.398
42 H 6.948 1.239 1.816
43 H 4.271 4.126 1.469
44 H 4.814 3.391 -0.053
45 C -1.948 6.938 1.019
46 C -1.377 7.909 2.030
47 O 0.031 7.619 2.049
48 S 0.497 7.155 0.591
49 O 1.064 8.259 -0.089
50 O 1.188 5.915 0.719
51 O -0.955 6.872 -0.019
52 H -2.065 5.940 1.446
53 H -2.901 7.270 0.614
54 H -1.807 7.781 3.020
55 H -1.507 8.944 1.710
56 C -5.712 -0.785 6.301
57 C -6.749 -1.787 5.845
58 O -6.789 -1.635 4.418
59 S -5.334 -1.239 3.880
60 O -4.690 -2.419 3.423
61 O -5.454 -0.071 3.077
62 O -4.693 -0.832 5.290
63 H -6.119 0.227 6.328
64 H -5.294 -1.033 7.273
65 H -7.728 -1.602 6.278
66 H -6.441 -2.810 6.069
67 C -5.604 -4.135 0.456
68 C -5.708 -5.373 1.318
69 O -6.189 -6.388 0.430
70 S -5.623 -6.118 -1.050
71 O -4.475 -6.923 -1.256
72 O -6.717 -6.116 -1.951
73 O -5.138 -4.604 -0.813
74 H -6.583 -3.671 0.309
75 H -4.916 -3.402 0.869
76 H -6.387 -5.243 2.156
77 H -4.729 -5.681 1.690
78 C -7.586 3.507 0.212
79 C -7.931 3.401 1.681
80 O -7.236 4.496 2.293
81 S -7.166 5.726 1.264
82 O -8.209 6.635 1.563
83 O -5.811 6.138 1.152
84 O -7.571 4.914 -0.060
85 H -6.590 3.108 0.007
86 H -8.313 3.007 -0.423
87 H -7.617 2.456 2.117
88 H -9.001 3.541 1.850
89 C 5.348 -2.502 -5.398
90 C 6.570 -2.648 -4.517
91 O 6.060 -3.164 -3.282
92 S 4.792 -4.116 -3.584
93 O 5.217 -5.461 -3.602
94 O 3.706 -3.675 -2.777
95 O 4.537 -3.639 -5.093
96 H 4.783 -1.601 -5.148
97 H 5.598 -2.490 -6.456
98 H 7.082 -1.703 -4.355
99 H 7.273 -3.377 -4.926
100 C 4.591 -8.812 -7.746
101 C 5.837 -8.099 -8.226
102 O 6.021 -7.027 -7.294
103 S 5.500 -7.486 -5.841
104 O 6.614 -7.923 -5.079
105 O 4.600 -6.509 -5.359
106 O 4.679 -8.784 -6.318
107 H 3.686 -8.278 -8.043
108 H 4.537 -9.838 -8.101
109 H 5.734 -7.712 -9.237
110 H 6.712 -8.750 -8.173

ORCA calculation (ωB97M-V with the def2-TZVPD basis set) on a structure of composition C26H47N4O2PPdS.

Computed properties:
* charge: +4
* <S²>: 6.018
* energy relative to the best compared isomer or geometry (same formula, charge and spin): 12.51 kcal per mole
* electronic energy: -2254.3078 Eh
* highest occupied orbital energy (spin up / spin down): -20.3 / -20.3 eV
* multiplicity: 5

Element x y z (Å)
1 Pd 0.887 -1.291 -0.233
2 C 2.828 -0.128 -2.932
3 C 2.797 -0.940 -1.683
4 C 2.610 -2.343 -1.734
5 C 2.764 -3.169 -0.583
6 C 2.788 -4.644 -0.704
7 C 2.961 -2.534 0.667
8 C 3.148 -1.138 0.772
9 C 3.521 -0.502 2.058
10 C 3.046 -0.354 -0.419
11 H 2.155 -0.521 -3.694
12 H 3.842 -0.182 -3.345
13 H 2.612 0.923 -2.742
14 H 2.440 -2.809 -2.699
15 H 3.844 -4.954 -0.711
16 H 2.347 -4.997 -1.634
17 H 2.332 -5.138 0.155
18 H 3.080 -3.145 1.554
19 H 4.617 -0.437 2.091
20 H 3.206 -1.090 2.918
21 H 3.134 0.513 2.133
22 H 3.244 0.709 -0.362
23 C -2.801 -4.927 -2.543
24 C -1.402 -5.112 -1.924
25 C -0.804 -3.844 -1.501
26 N -0.347 -2.846 -1.158
27 H -3.221 -5.914 -2.722
28 H -2.741 -4.404 -3.495
29 H -3.469 -4.386 -1.875
30 H -0.718 -5.572 -2.641
31 H -1.434 -5.763 -1.047
32 O 0.659 0.824 0.376
33 P -0.207 2.027 0.090
34 N -1.305 2.212 1.475
35 C -1.961 1.109 2.149
36 C -2.477 1.718 3.455
37 C -2.801 3.161 3.053
38 C -1.738 3.488 2.005
39 N -1.210 1.807 -1.150
40 C -1.069 0.679 -2.097
41 C -2.399 0.652 -2.849
42 C -2.854 2.112 -2.799
43 C -2.506 2.516 -1.374
44 N 0.554 3.412 -0.013
45 C 0.437 4.417 -1.114
46 C 1.851 4.984 -1.244
47 C 2.546 4.753 0.113
48 C 1.623 3.837 0.939
49 H -1.277 0.262 2.214
50 H -2.806 0.811 1.503
51 H -1.699 1.681 4.219
52 H -3.350 1.188 3.830
53 H -2.760 3.853 3.891
54 H -3.797 3.235 2.615
55 H -0.851 3.984 2.431
56 H -2.060 4.140 1.183
57 H -0.887 -0.273 -1.563
58 H -0.221 0.848 -2.764
59 H -3.119 0.021 -2.323
60 H -2.288 0.272 -3.862
61 H -3.910 2.243 -3.023
62 H -2.277 2.711 -3.506
63 H -3.264 2.151 -0.674
64 H -2.392 3.591 -1.243
65 H -0.278 5.191 -0.832
66 H 0.083 3.942 -2.026
67 H 1.810 6.041 -1.497
68 H 2.388 4.486 -2.050
69 H 2.708 5.690 0.641
70 H 3.525 4.299 -0.021
71 H 1.193 4.380 1.781
72 H 2.136 2.962 1.338
73 C -2.233 -3.339 2.146
74 S -0.465 -3.162 2.123
75 C -0.145 -3.033 3.865
76 O -0.212 -1.719 1.577
77 H -2.465 -4.309 2.590
78 H -2.584 -3.308 1.117
79 H -2.672 -2.534 2.734
80 H -0.441 -3.982 4.316
81 H -0.722 -2.208 4.281
82 H 0.922 -2.882 4.008